# C28H58ClF3IN5O10PS2Si2

A 2-piece molecular cluster, C28H58ClF3IN5O10PS2Si2 overall (ωB97M-V/def2-TZVPD, the OMol25 dataset).

Bonds (Å) are listed after each position.
Positions of all 111 atoms, in Å:
1 C 6.53392 2.95660 -2.49287  C2 1.523, H45 1.085, H46 1.090, H47 1.087
2 C 5.08335 3.13222 -2.06382  C1 1.523, C3 1.525, H48 1.089, H49 1.091
3 C 4.32171 1.81243 -1.99240  C2 1.525, C4 1.531, H50 1.085, H51 1.087
4 C 2.97184 1.97711 -1.28852  C3 1.531, N5 1.469, H52 1.091, H53 1.085
5 N 2.81967 1.20281 -0.05005  C4 1.469, C6 1.437, H54 1.012
6 C 2.17898 -0.08383 -0.03830  N5 1.437, C7 1.544, N15 1.569, C32 1.593
7 C 2.96501 -1.02135 -0.97973  C6 1.544, C8 1.544, H55 1.084, H56 1.083
8 C 2.74934 -1.10164 -2.50629  C7 1.544, N9 1.470, H57 1.084, H58 1.093
9 N 4.02293 -1.53212 -3.10171  C8 1.470, C10 1.488, C12 1.448
10 C 4.04771 -1.35978 -4.57924  N9 1.488, C11 1.524, H59 1.085, H60 1.092
11 C 4.81099 -0.11524 -5.01809  C10 1.524, H61 1.084, H62 1.087, H63 1.085
12 C 4.26863 -2.91270 -2.74114  N9 1.448, C13 1.505, O14 1.203
13 C 3.43163 -3.98742 -3.38159  C12 1.505, H64 1.085, H65 1.083, H66 1.087
14 O 5.11628 -3.17536 -1.92951  C12 1.203
15 N 2.54165 -0.56984 1.40914  C6 1.569, P16 1.821, C18 1.504, H67 1.026
16 P 4.25429 -0.16504 1.87844  N15 1.821, O17 1.456, H68 1.393, H69 1.396
17 O 4.33321 1.15803 2.48107  P16 1.456
18 C 2.14869 -1.98009 1.75381  N15 1.504, C19 1.547, H70 1.084, H71 1.086
19 C 0.74977 -2.28435 1.16800  C18 1.547, C20 1.528, S24 1.843, N31 1.448
20 C 0.71991 -3.29831 0.02493  C19 1.528, O21 1.413, H72 1.086, H73 1.086
21 O 1.44066 -4.46085 0.37751  C20 1.413, N22 1.454
22 N 2.62369 -4.58330 -0.45855  O21 1.454, O23 1.143
23 O 3.08270 -5.62492 -0.35541  N22 1.143
24 S -0.09702 -3.00578 2.63722  C19 1.843, O25 1.420, O26 1.436, C27 1.885
25 O 0.63499 -4.12720 3.11089  S24 1.420
26 O -0.30638 -1.88704 3.51219  S24 1.436
27 C -1.77855 -3.66149 2.09319  S24 1.885, F28 1.326, F29 1.325, F30 1.336
28 F -1.63378 -4.91971 1.70139  C27 1.326
29 F -2.55024 -3.58770 3.16757  C27 1.325
30 F -2.29450 -2.93726 1.09662  C27 1.336
31 N -0.00739 -1.08186 0.88964  C19 1.448, C32 1.502, H74 1.018
32 C 0.58598 -0.06858 -0.04747  C6 1.593, N31 1.502, C33 1.527, C41 1.554
33 C -0.00804 -0.29999 -1.43554  C32 1.527, C34 1.514, H75 1.086, H76 1.087
34 C -1.51647 -0.41570 -1.49922  C33 1.514, C35 1.535, H77 1.085, H78 1.081
35 C -1.95772 -0.45422 -2.96869  C34 1.535, C36 1.525, H79 1.088, H80 1.085
36 C -3.38973 0.04482 -3.12504  C35 1.525, S37 1.795, H81 1.084, H82 1.086
37 S -3.60938 0.94612 -4.66120  C36 1.795, O38 1.423, O39 1.423, Cl40 2.021
38 O -2.48577 0.71906 -5.50387  S37 1.423
39 O -4.01883 2.27270 -4.34919  S37 1.423
40 Cl -5.20646 0.00485 -5.46572  S37 2.021
41 C 0.03189 1.23608 0.58986  C32 1.554, C42 1.522, H83 1.089, H84 1.092
42 C 0.07468 2.58488 -0.11410  C41 1.522, O43 1.189, I44 2.142
43 O 0.78178 3.45449 0.28315  C42 1.189
44 I -1.24136 3.07166 -1.73204  C42 2.142
45 H 7.15177 3.77150 -2.12996  C1 1.085
46 H 6.93751 2.04435 -2.05438  C1 1.090
47 H 6.64110 2.86571 -3.57044  C1 1.087
48 H 4.56095 3.82856 -2.71823  C2 1.089
49 H 5.07903 3.56037 -1.06031  C2 1.091
50 H 4.13240 1.46653 -3.00297  C3 1.085
51 H 4.94400 1.09962 -1.45716  C3 1.087
52 H 2.13792 1.82980 -1.97684  C4 1.091
53 H 2.88947 3.01743 -0.99216  C4 1.085
54 H 2.53020 1.79359 0.71878  N5 1.012
55 H 4.00136 -0.71416 -0.89849  C7 1.084
56 H 2.96272 -2.04082 -0.61322  C7 1.083
57 H 2.43155 -0.17190 -2.96402  C8 1.084
58 H 1.97216 -1.83398 -2.74081  C8 1.093
59 H 4.53517 -2.22191 -5.02213  C10 1.085
60 H 3.02795 -1.33872 -4.97035  C10 1.092
61 H 5.43933 0.23419 -4.20643  C11 1.084
62 H 4.14676 0.70106 -5.29016  C11 1.087
63 H 5.45356 -0.33152 -5.86554  C11 1.085
64 H 3.30530 -3.82413 -4.44658  C13 1.085
65 H 3.93195 -4.93682 -3.23376  C13 1.083
66 H 2.43348 -4.01371 -2.95079  C13 1.087
67 H 2.00370 0.03785 2.03732  N15 1.026
68 H 4.99697 -0.44559 0.73432  P16 1.393
69 H 4.43045 -1.21916 2.77673  P16 1.396
70 H 2.88912 -2.68985 1.40244  C18 1.084
71 H 2.14013 -2.04126 2.83815  C18 1.086
72 H -0.30370 -3.59892 -0.18072  C20 1.086
73 H 1.12170 -2.88942 -0.89728  C20 1.086
74 H -0.16875 -0.63211 1.78871  N31 1.018
75 H 0.35941 -1.25617 -1.79530  C33 1.086
76 H 0.34976 0.43924 -2.14837  C33 1.087
77 H -1.84445 -1.32241 -1.00259  C34 1.085
78 H -2.00293 0.43292 -1.03879  C34 1.081
79 H -1.90333 -1.47033 -3.35270  C35 1.088
80 H -1.29738 0.17079 -3.56055  C35 1.085
81 H -4.11541 -0.76071 -3.11885  C36 1.084
82 H -3.69260 0.75915 -2.36475  C36 1.086
83 H -1.00271 1.02504 0.85792  C41 1.089
84 H 0.54179 1.44739 1.53197  C41 1.092
85 O -4.71026 2.19514 4.11780  Si86 1.634, Si90 1.654
86 Si -3.97560 0.81703 3.63668  O85 1.634, C87 1.874, C88 1.864, C89 1.865
87 C -4.15910 0.60337 1.78414  Si86 1.874, H94 1.092, H95 1.092, H96 1.094
88 C -4.71827 -0.66027 4.49788  Si86 1.864, H97 1.091, H98 1.092, H99 1.092
89 C -2.15600 0.92663 4.03047  Si86 1.865, H100 1.090, H101 1.095, H102 1.098
90 Si -6.19544 2.92187 4.14960  O85 1.654, C91 1.859, C92 1.867, C93 1.869
91 C -6.02928 4.59076 4.95067  Si90 1.859, H103 1.091, H104 1.092, H105 1.092
92 C -7.39901 1.87748 5.12149  Si90 1.867, H106 1.092, H107 1.092, H108 1.092
93 C -6.83504 3.12803 2.40514  Si90 1.869, H109 1.093, H110 1.092, H111 1.092
94 H -5.20258 0.44892 1.50115  C87 1.092
95 H -3.58722 -0.26350 1.44582  C87 1.092
96 H -3.79692 1.48883 1.25251  C87 1.094
97 H -4.68465 -0.53439 5.58150  C88 1.091
98 H -4.16983 -1.57036 4.24781  C88 1.092
99 H -5.76118 -0.80671 4.21004  C88 1.092
100 H -1.98878 1.04031 5.10188  C89 1.090
101 H -1.70579 1.78926 3.52815  C89 1.095
102 H -1.62594 0.02248 3.70180  C89 1.098
103 H -5.66332 4.50619 5.97543  C91 1.091
104 H -7.00270 5.08450 4.97805  C91 1.092
105 H -5.33991 5.23268 4.39904  C91 1.092
106 H -7.58924 0.91942 4.63270  C92 1.092
107 H -8.35409 2.39753 5.21748  C92 1.092
108 H -7.02305 1.67257 6.12591  C92 1.092
109 H -7.02521 2.16304 1.92898  C93 1.093
110 H -6.12277 3.67620 1.78408  C93 1.092
111 H -7.77366 3.68523 2.41295  C93 1.092

Summary:
- E_tot (eV) = -133385.906
- 2S+1 = 1
- gap between HOMO and LUMO (eV) = 8.6
- strongest force on any atom (eV/Å) = 0.77
- total charge = +1